# 1
Here is 8 unconnected molecules or ions with the total composition C16H51N3O8 from the Open Molecules 2025 dataset. Energies are from wB97M-V/def2-TZVPD.

XYZ file:
```
78
C16H51N3O8 (wB97M-V/def2-TZVPD)
O 20.952 3.275 22.940
O 19.958 -2.808 27.504
O 22.072 -2.511 25.817
O 18.480 -0.759 26.099
O 22.317 -0.265 27.537
O 20.697 -0.249 24.755
O 21.798 3.712 28.116
O 26.378 0.529 21.874
N 20.245 0.480 22.237
N 23.595 -0.495 23.986
N 19.832 1.416 28.347
C 27.012 0.168 20.621
C 20.412 3.984 28.567
C 21.373 1.503 20.429
C 21.227 4.184 24.050
C 22.856 4.588 28.472
C 21.530 1.072 21.902
C 25.951 -1.483 24.313
C 19.451 2.839 28.090
C 17.676 -2.655 24.750
C 25.223 -0.220 22.126
C 21.850 2.222 22.863
C 17.355 -1.401 25.603
C 21.293 -4.524 24.371
C 22.363 -3.692 25.152
C 25.032 -0.399 23.646
C 17.943 2.920 28.544
H 22.916 -0.590 28.209
H 27.237 -0.893 20.506
H 21.238 -1.027 24.910
H 22.269 -0.973 26.894
H 20.496 -0.095 23.829
H 20.381 4.057 29.654
H 25.970 -2.424 23.764
H 22.398 1.722 20.130
H 20.386 -2.612 28.340
H 19.614 1.209 21.937
H 20.698 2.358 20.377
H 20.534 -3.973 23.816
H 18.188 -2.400 23.822
H 22.808 -4.443 25.804
H 20.610 5.080 23.978
H 22.404 0.424 21.965
H 22.855 2.590 22.656
H 16.781 -3.186 24.427
H 21.031 3.614 24.958
H 17.441 2.025 28.174
H 17.778 2.816 29.616
H 22.909 4.782 29.544
H 20.981 0.676 19.838
H 24.437 0.373 21.658
H 16.780 -0.769 24.927
H 16.569 -1.560 26.341
H 19.314 2.885 27.010
H 22.605 5.554 28.033
H 19.160 0.827 27.877
H 19.878 -0.378 25.240
H 17.439 3.812 28.172
H 21.786 -5.251 23.725
H 25.253 -1.146 21.552
H 19.868 -0.246 21.645
H 25.181 0.590 24.081
H 20.773 1.185 28.060
H 23.035 -3.562 24.304
H 22.249 4.465 24.303
H 23.838 4.268 28.123
H 26.419 0.453 19.752
H 20.680 -5.119 25.047
H 21.918 1.737 23.837
H 26.994 -1.170 24.364
H 23.358 -1.299 24.549
H 25.712 -1.635 25.366
H 27.936 0.743 20.574
H 20.064 4.903 28.095
H 18.247 -3.438 25.249
H 23.384 0.327 24.534
H 20.637 -2.730 26.829
H 19.386 -2.065 27.298
```

Values from the calculation:
E_LUMO (spin up / spin down)   -0.105 / -0.264 Ha
Expectation value of S²   0.76
HOMO energy (spin up / spin down)   -11.36 / -11.20 eV
Frontier orbital gap (spin up / spin down)   8.515 / 4.010 eV
Net charge   +1
2S+1   2

---

# 2
Here is a molecular structure, H26O17S from the Open Molecules 2025 dataset. Energies are from wB97M-V/def2-TZVPD.

XYZ file:
```
44
H26O17S (wB97M-V/def2-TZVPD)
S -0.047 0.024 0.016
O 0.427 0.448 3.318
O -1.231 2.542 -1.899
O -0.116 3.171 1.527
O -3.159 2.110 1.015
O -3.577 -0.304 -1.084
O -0.113 -0.781 1.172
O -1.554 -0.035 -3.649
O -0.380 1.370 0.347
O 4.290 0.715 -0.919
O -1.094 -3.061 -1.308
O -2.295 -1.215 2.724
O 1.271 -0.037 -0.481
O 2.210 2.600 -0.615
O 0.304 -2.921 2.441
O 2.039 -1.434 -2.354
O -0.911 -0.498 -1.038
O 3.223 -1.645 0.463
H 2.056 1.694 -0.439
H 5.049 0.312 -0.692
H -2.098 -0.532 -4.105
H -0.778 2.318 -1.138
H 1.384 2.814 0.051
H -1.231 -0.502 -2.762
H -1.305 1.575 -2.351
H 0.137 -0.219 2.514
H -3.852 0.313 -1.809
H -1.137 -2.138 -1.130
H 3.695 0.092 -0.586
H 1.517 -0.919 -1.819
H -2.259 -0.517 3.450
H -2.517 -0.201 -1.133
H -0.266 2.235 1.016
H 3.324 -2.394 0.061
H -0.781 -3.287 -2.196
H 0.410 2.956 2.270
H 2.359 -1.282 0.122
H -0.018 -2.041 1.982
H -0.030 -2.717 3.324
H -3.264 1.240 0.509
H 1.444 0.558 3.528
H -1.471 -0.936 2.388
H 2.636 -1.847 -1.794
H -2.295 2.363 1.077
```

Values from the calculation:
E_LUMO   0.185 Ha
Energy above the lowest of the compared OMol25 structures with the same formula, charge and spin   150.18 kcal per mole
HOMO energy   -4.10 eV
Frontier orbital gap   9.133 eV
Net charge   -2

---

# 3
Here is 7 unconnected molecules or ions with the total composition C28H42O21 from the Open Molecules 2025 dataset. Energies are from wB97M-V/def2-TZVPD.

XYZ file:
```
91
C28H42O21 (wB97M-V/def2-TZVPD)
O -11.172 -5.592 -19.996
O -13.330 -9.426 -14.643
O -16.103 -4.172 -22.934
O -6.537 -4.144 -20.432
O -12.865 -7.331 -13.941
O -11.773 -8.187 -15.669
O -14.405 -3.929 -24.392
O -8.504 -13.000 -22.843
O -8.198 -7.258 -12.597
O -7.385 -5.192 -12.527
O -7.493 -2.632 -19.074
O -15.051 -3.345 -18.620
O -8.522 -5.884 -14.335
O -8.979 -5.733 -19.589
O -7.904 -2.630 -21.294
O -9.840 -13.010 -21.038
O -17.153 -3.314 -19.433
O -9.270 -11.077 -21.934
O -15.873 -5.163 -19.590
O -10.266 -7.476 -19.127
O -13.999 -3.838 -22.209
C -12.745 -3.575 -22.806
C -8.146 -6.525 -18.743
C -11.659 -5.259 -13.551
C -9.133 -12.436 -22.012
C -8.989 -7.810 -18.612
C -9.981 -12.455 -18.746
C -7.325 -3.087 -20.152
C -12.579 -2.624 -25.205
C -7.029 -5.742 -11.251
C -12.982 -3.788 -24.325
C -12.734 -8.409 -14.747
C -12.248 -6.200 -14.546
C -7.166 -3.099 -22.399
C -7.488 -7.228 -11.365
C -7.973 -5.890 -17.381
C -6.749 -5.627 -22.292
C -14.525 -5.492 -19.328
C -13.108 -4.185 -17.521
C -6.305 -4.255 -21.858
C -10.407 -12.018 -20.123
C -14.957 -3.992 -23.160
C -10.247 -6.202 -19.564
C -8.074 -6.076 -13.248
C -9.742 -10.737 -20.649
C -16.124 -3.870 -19.252
C -11.308 -6.804 -15.631
C -13.913 -4.196 -18.790
C -6.347 -8.207 -11.334
H -5.816 -8.214 -12.292
H -5.946 -5.697 -11.159
H -7.842 -5.666 -22.380
H -13.006 -5.697 -15.159
H -13.365 -1.877 -25.232
H -6.386 -5.865 -23.293
H -8.890 -12.450 -18.681
H -8.522 -8.669 -19.091
H -10.393 -11.884 -17.915
H -8.925 -5.495 -17.016
H -12.340 -2.970 -26.211
H -12.314 -4.933 -17.566
H -10.495 -9.952 -20.696
H -5.238 -4.151 -22.048
H -12.414 -2.556 -22.587
H -10.246 -13.503 -18.592
H -11.028 -5.819 -12.846
H -10.239 -6.814 -15.465
H -5.643 -7.951 -10.544
H -14.378 -6.349 -18.665
H -12.393 -4.786 -12.901
H -11.990 -4.241 -22.388
H -8.908 -10.436 -20.020
H -8.183 -7.355 -10.533
H -13.716 -4.506 -16.666
H -12.713 -3.195 -17.311
H -7.530 -5.165 -10.482
H -7.165 -6.671 -19.188
H -11.633 -6.433 -16.600
H -9.102 -8.118 -17.571
H -13.269 -3.784 -19.572
H -6.679 -9.242 -11.244
H -7.335 -5.001 -17.375
H -11.643 -2.181 -24.852
H -12.448 -4.705 -24.579
H -10.974 -4.558 -14.024
H -14.028 -5.743 -20.265
H -7.549 -6.578 -16.653
H -6.552 -2.352 -22.907
H -7.879 -3.440 -23.155
H -11.470 -12.122 -20.329
H -6.508 -6.419 -21.587
```

Values from the calculation:
E_LUMO   0.002 Ha
Structure (SMILES)   C[C@H]1COC(=O)O1.C[C@H]1COC(=O)O1.C[C@H]1COC(=O)O1.C[C@H]1COC(=O)O1.C[C@H]1COC(=O)O1.C[C@H]1COC(=O)O1.C[C@H]1COC(=O)O1
Energy above the lowest of the compared OMol25 structures with the same formula, charge and spin   27.33 kcal per mole
HOMO energy   -10.36 eV
Frontier orbital gap   10.407 eV
Net charge   0

---

# 4
Here is a single C6H4O molecule from the Open Molecules 2025 dataset. Energies are from wB97M-V/def2-TZVPD.

XYZ file:
```
11
C6H4O (wB97M-V/def2-TZVPD)
O 1.466 2.684 1.495
C 0.801 -0.571 0.190
C 1.710 -1.330 0.409
C 0.649 2.098 0.915
C -0.371 1.560 0.262
C -1.416 -0.501 -0.808
C -0.335 0.257 -0.101
H 2.495 -2.032 0.574
H -1.004 -0.934 -1.728
H -1.710 -1.347 -0.176
H -2.285 0.118 -1.032
```

Values from the calculation:
E_LUMO   -0.025 Ha
Structure (SMILES)   C#CC(C)=C=C=O
Energy above the lowest of the compared OMol25 structures with the same formula, charge and spin   52.33 kcal per mole
HOMO energy   -9.31 eV
Frontier orbital gap   8.618 eV
Net charge   0

---

# 5
Here is 2 unconnected molecules or ions with the total composition C3H10S2 from the Open Molecules 2025 dataset. Energies are from wB97M-V/def2-TZVPD.

XYZ file:
```
15
C3H10S2 (wB97M-V/def2-TZVPD)
S 1.561 -0.884 0.424
S -1.908 0.161 -0.773
C 1.624 0.871 1.235
C -2.849 0.783 0.721
C 1.928 -0.409 -1.283
H 1.182 -0.072 -2.027
H 2.518 1.003 1.854
H 0.684 0.839 1.798
H 2.781 0.323 -1.332
H -2.724 1.874 0.603
H 1.667 1.695 0.511
H -2.289 0.302 1.520
H 2.552 -1.199 -1.727
H -0.625 -0.279 -0.295
H -3.863 0.545 0.422
```

Values from the calculation:
E_LUMO (spin up / spin down)   -0.129 / -0.317 Ha
Expectation value of S²   0.75
Energy above the lowest of the compared OMol25 structures with the same formula, charge and spin   32.36 kcal per mole
HOMO energy (spin up / spin down)   -13.23 / -12.90 eV
Frontier orbital gap (spin up / spin down)   9.709 / 4.269 eV
Net charge   +1
2S+1   2

---

# 6
Here is a molecular structure, C20H22BrClKN5O6Te from the Open Molecules 2025 dataset. Energies are from wB97M-V/def2-TZVPD.

XYZ file:
```
57
C20H22BrClKN5O6Te (wB97M-V/def2-TZVPD)
Te 1.763 -0.079 0.556
Br -1.085 -1.562 -2.234
K -2.104 1.145 -0.444
Cl -5.070 3.201 0.554
O -4.059 3.784 -0.312
O -4.862 3.705 1.895
O -4.923 1.766 0.556
O -6.372 3.571 0.085
O 0.289 0.223 3.425
O -0.027 -0.619 0.828
N -1.082 1.418 2.199
N -1.495 2.208 4.410
N -1.527 3.901 1.237
N -0.720 0.174 2.734
N -1.694 3.634 2.615
C 2.270 -3.005 1.364
C 2.665 -1.691 1.637
C -1.856 1.331 -3.248
C 3.748 -3.824 3.119
C -1.726 2.148 -6.019
C 4.134 -2.513 3.372
C -0.978 -0.101 -6.671
C 4.022 -0.045 3.007
C -2.118 3.023 -5.043
C 4.327 -4.959 3.923
C 3.604 -1.449 2.650
C -0.644 -1.382 -6.345
C -2.179 2.606 -3.694
C -1.450 0.441 -4.296
C -1.381 0.823 -5.670
C 1.279 -3.335 0.288
C 2.817 -4.046 2.117
C -0.695 -1.802 -4.997
C -1.081 -0.918 -4.030
C -1.374 2.340 3.027
H 4.104 -4.845 4.987
H -2.428 3.907 0.763
H -1.677 2.454 -7.060
H -0.337 -2.078 -7.118
H 1.155 -4.418 0.214
H 3.925 -5.919 3.597
H -1.006 1.406 4.775
H 0.319 -2.855 0.488
H 4.706 -0.060 3.858
H 2.505 -5.067 1.910
H 1.591 -2.936 -0.681
H -1.140 4.832 1.158
H 4.526 0.438 2.166
H 4.852 -2.310 4.162
H -2.385 4.040 -5.321
H -0.938 0.227 -7.706
H 3.144 0.560 3.241
H -2.518 3.352 -2.974
H -1.197 3.052 4.876
H -2.602 3.920 2.968
H -0.426 -2.813 -4.722
H 5.415 -5.002 3.823
```

Values from the calculation:
E_LUMO   0.152 Ha
Energy above the lowest of the compared OMol25 structures with the same formula, charge and spin   14.69 kcal per mole
HOMO energy   -1.32 eV
Frontier orbital gap   5.460 eV
Net charge   -2

---

# 7
Here is a single C5H11NO3 molecule from the Open Molecules 2025 dataset. Energies are from wB97M-V/def2-TZVPD.

XYZ file:
```
20
C5H11NO3 (wB97M-V/def2-TZVPD)
O 0.944 0.128 -1.494
O -0.241 1.610 0.479
O -1.069 -1.880 0.631
N 0.545 -0.473 -0.274
C -0.797 -1.933 -1.740
C -1.640 1.506 0.675
C 1.957 0.886 1.216
C 0.552 0.429 0.862
C -0.538 -1.389 -0.360
H 0.097 -0.038 1.741
H -2.092 0.983 -0.173
H -1.260 -1.163 -2.361
H -2.048 2.521 0.693
H 2.418 1.438 0.391
H -1.461 -2.800 -1.672
H 0.132 -2.275 -2.203
H 2.596 0.027 1.448
H 1.875 -0.147 -1.561
H -1.905 1.018 1.619
H 1.934 1.553 2.084
```

Values from the calculation:
E_LUMO   0.024 Ha
Structure (SMILES)   CO[C@H](C)N(O)C(C)=O
Energy above the lowest of the compared OMol25 structures with the same formula, charge and spin   61.09 kcal per mole
HOMO energy   -9.64 eV
Frontier orbital gap   10.304 eV
Net charge   0

---

DFT total energy, record by record: -1405.8706, -1692.8331, -2672.2609, -306.1281, -916.2934, -5402.3913, -477.5281 a.u.
Largest force on an atom, record by record: 4.8, 8.4, 1.8, 1.1, 2.8, 0.5, 2.1 eV Å⁻¹